# 1
{
  "formula": "C5H10N4",
  "method": "the ωB97M-V functional and the def2-TZVPD basis",
  "species": ["C", "C", "C", "C", "C", "H", "H", "H", "H", "H", "H", "H", "H", "H", "H", "N", "N", "N", "N"],
  "coordinates": [[1.21654, 1.91055, 0.44745], [0.37232, 0.69981, 0.08278], [0.37923, -0.51282, 1.10853], [1.22396, -1.43881, -0.62335], [-0.81140, 1.27933, -0.47455], [2.41583, 2.09572, 0.31808], [0.82893, 2.22485, 1.37372], [0.99015, 2.79064, -0.45268], [1.27293, -0.50089, 1.73768], [-0.51615, -0.44776, 1.87608], [1.74196, -2.05743, -1.33749], [0.81508, -0.09310, -1.91453], [-1.32492, 2.25177, -0.66639], [-3.02474, -1.32646, -0.12408], [-1.27541, -1.49251, 0.06677], [0.71088, -1.70478, 0.50936], [0.98807, -0.22279, -1.02244], [-1.92104, 0.52443, -0.21998], [-2.09328, -0.75018, 0.14415]],
  "atomic_forces_ev_per_a": [[2.912, 3.125, -4.258], [4.470, -1.960, -2.259], [-1.296, 3.130, 4.097], [-1.075, -1.298, 0.300], [-7.540, -3.339, 2.248], [-2.739, -1.741, 0.972], [-0.067, 0.971, 1.216], [0.078, -2.193, 2.758], [-0.036, 1.635, 0.521], [1.643, -0.617, -1.760], [-0.088, -0.839, 0.259], [-0.774, 1.389, -5.285], [2.105, -0.208, 0.195], [2.536, 2.913, 0.642], [-1.765, 2.040, 0.217], [0.308, -4.054, -0.430], [1.433, 3.743, 3.798], [-0.804, 0.753, -2.158], [0.700, -3.452, -1.074]],
  "orbital_gap_ev": 9.11,
  "smiles": "C[C@]1(/C=N\\N)CN=CN1",
  "energy_ev": -11301.6609,
  "multiplicity": 1,
  "lumo_energy_ev": 0.8
}

# 2
{
  "formula": "C5H10N4O2",
  "method": "the ωB97M-V functional and the def2-TZVPD basis",
  "species": ["C", "C", "C", "C", "C", "H", "H", "H", "H", "H", "H", "H", "H", "H", "H", "N", "N", "N", "N", "O", "O"],
  "coordinates": [[-1.75457, 0.55193, 0.02393], [-0.35399, 0.68473, 0.88103], [0.72304, 1.40660, 0.11189], [1.49201, -0.91066, -0.77269], [0.17487, -1.52130, -0.24138], [-2.38426, -0.02634, 0.71988], [-1.54498, 0.02110, -0.85874], [-2.05297, 1.53701, -0.02240], [-0.68183, 1.02731, 1.83959], [0.59186, 2.50997, 0.02945], [1.61692, 1.27421, 0.63052], [2.48005, -0.70231, -0.14250], [2.00005, -1.06237, -1.79495], [0.06682, -2.65699, 0.18617], [-0.83412, -1.30855, -0.68746], [0.93136, 0.63364, -1.02288], [0.06589, -0.80513, 1.07367], [-0.35883, -1.41130, 2.20794], [0.23077, 1.02093, -2.12721], [-0.67638, -0.62507, 3.05850], [0.26828, 0.36257, -3.09236]],
  "atomic_forces_ev_per_a": [[2.525, -0.975, 3.696], [-2.367, -2.301, -1.026], [-1.046, 0.529, 1.835], [1.230, 3.816, -2.501], [-0.283, -2.817, 4.107], [-0.109, 0.233, -0.559], [-0.574, 0.310, -1.256], [-1.208, 1.945, -0.856], [0.541, 0.517, 0.460], [-0.288, -0.955, -0.648], [1.601, 0.209, 1.445], [-2.810, -0.967, -0.378], [-1.675, -0.751, 1.291], [0.994, 2.313, -1.684], [2.026, -0.634, -0.745], [1.187, -2.202, -3.275], [-0.757, 2.125, -0.375], [0.636, 0.065, -1.442], [0.487, 1.945, 2.876], [-0.389, -0.241, 1.020], [0.281, -2.163, -1.985]],
  "orbital_gap_ev": 9.95,
  "smiles": "C[C@@H]1CN(N=O)CCN1N=O",
  "energy_ev": -15395.2517,
  "multiplicity": 1,
  "lumo_energy_ev": 0.8
}

# 3
{
  "formula": "C5H10N4O2",
  "method": "the ωB97M-V functional and the def2-TZVPD basis",
  "species": ["C", "C", "C", "C", "C", "N", "N", "N", "N", "O", "O", "H", "H", "H", "H", "H", "H", "H", "H", "H", "H"],
  "coordinates": [[0.58713, -0.26217, 0.37633], [-0.40773, -1.36938, -0.24824], [-0.13856, 1.04928, -0.13467], [-1.01816, -2.42209, 0.71874], [0.59489, 2.20996, -0.85425], [-1.40075, -0.67190, -0.92979], [-1.19761, 0.52117, -0.96155], [-0.78364, 1.52454, 1.07060], [1.87589, -0.40380, -0.23620], [2.84537, -0.55830, 0.47661], [1.96690, -0.43273, -1.45308], [0.65921, -0.25785, 1.40539], [0.26592, -1.75266, -1.06641], [-0.18006, -2.91059, 1.17870], [-1.53051, -3.21231, 0.20038], [-1.64991, -1.96522, 1.54721], [-0.14866, 2.94973, -1.24587], [1.08542, 1.74293, -1.78653], [1.40353, 2.71269, -0.22678], [-1.16268, 2.51223, 0.96125], [-1.66601, 0.99649, 1.20817]],
  "atomic_forces_ev_per_a": [[-2.160, 0.222, -2.828], [2.600, -1.241, 1.221], [0.744, -0.020, 1.215], [0.681, 1.191, 0.497], [1.134, -0.896, -1.169], [-0.870, 0.379, -0.823], [-1.760, 2.010, -1.716], [-2.086, 1.962, 0.470], [1.953, -0.892, -0.482], [0.028, 0.241, 0.672], [-0.645, 0.233, -0.197], [0.425, -0.067, 1.971], [-1.020, -0.604, 0.783], [0.411, -0.272, 0.564], [-0.570, 0.030, -0.360], [0.669, -0.460, -1.250], [0.542, -0.644, 0.643], [-0.566, 0.923, 1.422], [-1.245, -0.755, -0.696], [0.915, -1.525, -0.034], [0.819, 0.183, 0.096]],
  "orbital_gap_ev": 9.64,
  "smiles": "C[C@H]1N=N[C@@](C)(N)[C@@H]1[N+](=O)[O-]",
  "energy_ev": -15398.0799,
  "multiplicity": 1,
  "lumo_energy_ev": 0.1
}

# 4
{
  "formula": "C5H10N4O4S2",
  "method": "the ωB97M-V functional and the def2-TZVPD basis",
  "species": ["C", "C", "C", "C", "C", "N", "N", "N", "N", "O", "O", "O", "O", "S", "S", "H", "H", "H", "H", "H", "H", "H", "H", "H", "H"],
  "coordinates": [[0.62269, 0.95777, -0.38937], [-0.68745, 1.19785, -0.41819], [1.22857, -0.28794, 0.12557], [-1.67685, 0.26923, 0.04615], [-0.95673, -0.81181, 0.90899], [0.34430, -0.99007, 1.01980], [-1.92049, -1.54244, 1.58260], [-2.40364, 0.54300, -2.72765], [4.63909, 0.11941, 1.82545], [-1.54662, -1.63319, -2.03316], [-3.62933, -0.97835, -1.04128], [2.44984, -0.05739, 0.72173], [3.36830, 2.27984, 1.02105], [-2.33642, -0.59071, -1.50054], [3.16095, 1.05018, 1.76724], [1.32292, 1.64504, -0.86818], [-1.08173, 2.09100, -0.87829], [1.30560, -0.91286, -0.81526], [-2.63140, 0.55992, 0.43694], [-1.61437, -2.36748, 2.03011], [-2.84373, -1.38953, 1.56588], [-1.65964, 0.37840, -3.38190], [-2.83702, 1.36133, -2.53589], [4.87612, -0.24941, 0.97640], [4.50701, -0.64177, 2.56181]],
  "atomic_forces_ev_per_a": [[-0.346, 1.147, -0.759], [1.061, 1.836, -0.152], [-2.294, 0.338, -0.482], [1.361, -2.793, -1.022], [0.125, 0.152, 0.068], [-3.226, -0.457, 0.187], [5.425, -0.306, -0.054], [1.167, -4.370, 0.980], [-2.190, 1.226, 4.153], [1.796, -0.585, -0.410], [-1.194, 0.462, -0.023], [1.974, -0.842, -0.094], [0.219, -0.676, 0.074], [-1.081, 0.510, 0.296], [0.247, -0.993, -0.280], [-0.247, 0.000, 0.222], [0.303, 0.320, -0.060], [0.868, 0.192, 1.077], [-0.103, 0.686, 0.568], [0.304, -0.721, 0.540], [-3.735, 0.975, -0.547], [0.026, 0.640, -0.198], [-1.295, 3.112, 0.207], [0.663, -1.228, -2.814], [0.173, 1.375, -1.475]],
  "orbital_gap_ev": 9.57,
  "energy_ev": -41165.1310,
  "multiplicity": 1,
  "lumo_energy_ev": 0.3
}

# 5
{
  "formula": "C5H10N4S",
  "method": "the ωB97M-V functional and the def2-TZVPD basis",
  "species": ["C", "C", "C", "C", "C", "N", "N", "N", "N", "S", "H", "H", "H", "H", "H", "H", "H", "H", "H", "H"],
  "coordinates": [[0.75081, -1.19354, 1.72716], [-0.75693, -1.26399, 0.00204], [1.58774, 1.54475, -1.62303], [-0.74105, 2.01653, -0.56615], [0.24800, 0.93157, -1.15641], [1.13821, -0.21180, 0.95997], [-0.41127, -1.78715, 1.23604], [0.31529, -0.16766, -0.11174], [-0.99563, -2.86567, 1.92928], [-1.87095, -1.75983, -1.15976], [1.20753, -1.64032, 2.52056], [2.21197, 1.84374, -0.68122], [2.26938, 0.73428, -2.08592], [1.25090, 2.25514, -2.29378], [-0.34435, 2.16762, 0.54049], [-1.75768, 1.56959, -0.43403], [-0.67873, 2.87375, -1.14121], [-0.32488, 0.50352, -2.00791], [-1.88432, -3.02770, 1.41550], [-1.21404, -2.52282, 2.93012]],
  "atomic_forces_ev_per_a": [[-2.179, 1.237, -3.384], [2.583, 1.914, 0.221], [1.722, -3.811, 3.278], [1.426, -3.024, 3.556], [-1.396, -0.173, 0.963], [0.051, -0.148, -0.024], [0.704, 0.956, -0.833], [-2.571, -2.784, -0.201], [-1.079, 0.610, 0.816], [0.591, 0.423, 1.212], [1.379, -0.533, 2.107], [-1.335, 0.259, -1.854], [-1.303, 1.329, 0.282], [0.279, 1.879, -1.312], [-0.812, 0.309, -2.225], [0.758, 0.565, -0.497], [-0.293, 1.869, -0.934], [0.759, -0.232, 0.482], [0.560, -0.069, 0.592], [0.153, -0.575, -2.244]],
  "orbital_gap_ev": 8.67,
  "smiles": "CC(C)n1ncn(N)c1=S",
  "energy_ev": -22140.4660,
  "multiplicity": 1,
  "lumo_energy_ev": 0.7
}

# 6
{
  "formula": "C5H10N4S",
  "method": "the ωB97M-V functional and the def2-TZVPD basis",
  "species": ["C", "C", "C", "C", "C", "N", "N", "N", "N", "S", "H", "H", "H", "H", "H", "H", "H", "H", "H", "H"],
  "coordinates": [[-0.22804, -1.49830, 1.16992], [0.25020, -0.86177, 0.01672], [-0.93806, 0.62816, 1.13045], [0.14577, 1.58541, -0.81448], [1.35219, -0.90731, -2.23579], [-0.96955, -0.67906, 1.95379], [-0.23343, 0.48217, 0.00492], [-1.41291, 1.55839, 1.91881], [1.09373, -1.38221, -0.86794], [-1.66544, -1.23211, 3.43789], [-0.02429, -2.48486, 1.40237], [-0.75123, 2.19542, -0.94772], [0.96228, 2.27989, -0.53387], [0.48253, 1.19812, -1.72116], [2.10596, -0.04683, -2.38502], [0.34775, -0.59085, -2.50710], [1.60552, -1.69037, -2.85251], [-1.32626, 2.56524, 1.87640], [-2.12014, 1.23105, 2.56804], [1.32344, -2.35017, -0.61372]],
  "atomic_forces_ev_per_a": [[-0.249, 1.285, -0.327], [0.746, 0.573, -0.449], [-0.477, -1.425, 4.266], [-0.159, 2.326, -0.443], [-0.645, 2.904, 0.809], [0.633, -0.745, -2.308], [-0.226, -1.144, 2.501], [-0.165, 0.731, -1.540], [-0.392, -0.316, 1.220], [0.428, 1.445, -1.634], [0.225, -1.803, 0.627], [0.140, -0.055, -0.351], [-0.293, -0.777, 0.970], [-0.017, -0.308, -1.563], [-1.042, -1.468, 0.755], [0.224, 0.262, -0.878], [0.758, -1.925, -1.102], [0.078, 0.127, -0.657], [0.143, -0.107, 0.545], [0.290, 0.418, -0.443]],
  "orbital_gap_ev": [7.65, 6.86],
  "charge": 2,
  "smiles": "CNC1=C[N+](=S)C(=[NH2+])N1C",
  "energy_ev": -22122.7452,
  "multiplicity": 1,
  "lumo_energy_ev": [-10.5, -10.4]
}